Entry 1:
94
Properties=species:S:1:pos:R:3 method="wB97M-V/def2-TZVPD" charge=-1 homo_lumo_gap_ev=6.72 fmax_ev_per_a=0.5
Pt 0.3945 0.1553 -0.2882
S 4.5596 0.1014 1.6695
C 4.5821 0.0789 -0.0318
C 3.3272 0.0552 -0.5435
C 2.2619 0.0344 0.4309
C 2.8091 0.0850 1.6960
C 2.1814 0.0055 3.0180
C 2.9109 0.2596 4.1938
C 2.2906 0.1530 5.4185
C 0.9465 -0.2010 5.4725
C 0.3068 -0.4348 4.2701
N 0.8961 -0.3448 3.0815
H 5.5164 0.1095 -0.5708
H 3.1481 0.0709 -1.6055
H 3.9522 0.5478 4.1432
H 2.8476 0.3507 6.3265
H 0.4163 -0.2939 6.4106
H -0.7421 -0.7190 4.2499
C 3.2241 3.5056 0.1482
Si 1.6712 3.2669 -0.8906
C 2.0931 2.4581 -2.5460
C 1.2276 5.0584 -1.3372
N 0.4816 2.3751 -0.0327
C -0.4392 2.9474 0.8253
C -0.7110 2.3271 2.0638
C -1.6820 2.7930 2.9268
C -2.4416 3.9190 2.6120
C -2.1902 4.5572 1.4086
C -1.2166 4.0879 0.5333
H 3.9602 4.1227 -0.3771
H 3.6996 2.5711 0.4409
H 2.9381 4.0309 1.0649
H 3.1461 2.6017 -2.8031
H 1.4915 2.9018 -3.3445
H 1.8849 1.3861 -2.5268
H 2.1272 5.5383 -1.7346
H 0.9036 5.6294 -0.4651
H 0.4487 5.1334 -2.1015
H -0.1509 1.4329 2.2894
H -1.8520 2.2683 3.8613
H -3.2062 4.2839 3.2862
H -2.7642 5.4350 1.1308
H -1.0711 4.6090 -0.4030
C 1.8882 -2.9247 0.8112
Si 0.4587 -2.2341 -0.2584
C 0.8344 -3.2183 -1.9485
C 0.7249 -4.7409 -1.7913
C 2.2775 -2.8949 -2.3502
C -0.0167 -2.8515 -3.1649
C -1.0690 -3.1114 0.6644
C -1.3410 -2.2891 1.9330
C -2.3880 -3.2307 -0.1121
C -0.7499 -4.5359 1.1516
H 1.9572 -4.0125 0.7505
H 1.7369 -2.6575 1.8601
H 2.8551 -2.5172 0.5171
H 1.2426 -5.1206 -0.9106
H 1.1652 -5.2325 -2.6703
H -0.3181 -5.0609 -1.7356
H 3.0039 -3.1734 -1.5863
H 2.3912 -1.8314 -2.5506
H 2.5328 -3.4374 -3.2714
H -1.0846 -3.0209 -3.0093
H 0.2895 -3.4678 -4.0219
H 0.1371 -1.8097 -3.4454
H -1.4776 -1.2251 1.7264
H -0.5048 -2.3600 2.6277
H -2.2357 -2.6747 2.4430
H -2.8735 -2.2696 -0.2717
H -3.0942 -3.8412 0.4667
H -2.2608 -3.7181 -1.0837
H 0.1739 -4.5849 1.7268
H -0.6831 -5.2547 0.3360
H -1.5610 -4.8718 1.8127
C -2.6683 0.5924 -0.2203
C -4.0680 0.8309 -0.8308
N -3.9860 0.9672 -2.2851
C -3.4287 -0.2744 -2.8183
C -2.0035 -0.5213 -2.2698
N -1.6290 0.5106 -1.2824
C -1.6439 1.7828 -2.0508
C -3.0652 2.0603 -2.5980
H -2.6253 -0.3282 0.3534
H -2.3926 1.4029 0.4472
H -4.5149 1.7378 -0.4188
H -4.7416 -0.0015 -0.6123
H -3.4162 -0.2094 -3.9091
H -4.0995 -1.0928 -2.5455
H -1.2699 -0.4591 -3.0679
H -1.9023 -1.4947 -1.8126
H -0.9136 1.6716 -2.8520
H -1.3017 2.5772 -1.4030
H -3.0499 2.1929 -3.6826
H -3.4682 2.9748 -2.1569

***

Entry 2:
104
Properties=species:S:1:pos:R:3 method="wB97M-V/def2-TZVPD" spin_multiplicity=2 charge=+1 s2=0.77 homo_lumo_gap_ev="7.91 / 3.80" fmax_ev_per_a=4.2 relative_energy_ev=0.000
La 9.5679 15.7252 12.0360
C 10.0454 17.6457 17.7463
C 10.4079 16.9529 16.4412
C 11.9293 16.9520 16.2348
C 10.0014 15.4631 16.4535
P 9.5239 17.6562 14.9999
C 10.2834 19.4420 14.9535
N 11.3840 19.3462 14.0299
B 11.2315 18.8374 12.6554
N 12.3082 19.2500 11.8561
C 12.7603 18.9070 10.5365
P 12.6857 17.0367 10.1135
C 14.5848 16.6343 10.1598
C 14.6677 15.2674 9.4801
C 15.5634 17.6340 9.4611
C 14.8646 16.5503 11.6901
C 12.2368 17.1494 8.1749
C 11.7882 15.7390 7.7242
C 13.3877 17.5006 7.1281
C 11.0257 18.0532 8.0135
C 13.0842 20.1081 12.6829
C 14.2472 20.8041 12.3059
C 14.8264 21.6596 13.2719
C 14.2784 21.6653 14.5663
C 13.1383 20.9472 14.8934
C 12.5650 20.1445 13.9598
C 7.7188 18.1806 15.2742
C 6.7239 16.9713 15.4150
C 7.1826 18.9420 14.0387
C 7.5534 19.1181 16.4840
H 10.7203 17.3253 18.5884
H 9.0462 17.4570 18.0662
H 10.1187 18.7093 17.6842
H 12.4443 17.0765 17.2223
H 12.3318 17.6740 15.4981
H 12.3045 16.0037 15.8469
H 8.9472 15.4285 16.7220
H 10.6190 14.8716 17.2563
H 10.1767 14.8348 15.5039
H 10.5812 19.6895 16.0140
H 9.3725 20.1595 14.6295
H 13.8248 19.1879 10.5139
H 12.1822 19.4536 9.7949
H 14.7419 15.3971 8.3677
H 13.7949 14.6346 9.6946
H 15.6178 14.8025 9.7843
H 15.1713 18.5412 9.1574
H 16.1678 17.1384 8.6394
H 16.3673 17.9367 10.2190
H 14.1103 15.8422 12.1360
H 14.6910 17.5305 12.1619
H 15.8983 16.1812 11.9149
H 11.3651 15.7214 6.7181
H 11.0897 15.2693 8.4449
H 12.7077 15.1459 7.7021
H 14.1268 16.7487 7.0423
H 13.8201 18.4802 7.3778
H 12.9133 17.6356 6.1465
H 10.0842 17.7413 8.5059
H 10.8443 18.1722 6.9615
H 11.2696 19.0707 8.3041
H 14.3957 20.9492 11.2696
H 15.7590 22.0768 13.0496
H 14.7409 22.2879 15.2861
H 13.0050 20.8225 15.9042
H 6.5388 16.4495 14.5044
H 5.7627 17.4133 15.7562
H 7.0908 16.2061 16.1845
H 7.5590 19.9815 13.8471
H 6.0663 18.9174 14.1024
H 7.3900 18.3531 13.1583
H 6.5151 19.6051 16.3213
H 8.3510 19.8944 16.4687
H 7.6304 18.5951 17.4208
F 8.9925 16.2235 10.0503
Sb 3.8568 10.5984 8.8944
F 7.6718 15.2751 12.9202
F 10.0898 18.2890 12.1532
F 4.9882 10.5071 10.5380
F 4.9179 9.3552 7.9922
F 4.6392 12.2701 8.3486
Cl 16.0263 9.7952 12.0087
C 14.7988 10.9333 12.0329
C 14.6788 11.8216 13.0599
C 13.5468 12.6011 13.1586
C 12.6268 12.6752 12.1768
C 12.8351 11.9954 11.0085
C 13.9866 11.1674 10.9119
C 11.5387 13.7006 12.2245
O 11.6294 14.6685 13.0722
O 10.6089 13.6959 11.3768
H 15.4661 11.8516 13.8377
H 13.4844 13.4338 13.8419
H 12.3651 12.2664 10.0926
H 14.1157 10.5778 9.9948
C 9.5689 21.4688 7.4386
C 10.4084 22.0493 8.5922
O 10.7774 20.9786 9.5353
H 8.5188 21.2405 7.8324
H 10.0537 20.6269 6.9067
H 9.2667 22.2343 6.6867
H 9.8047 22.7909 9.1649
H 11.4033 22.4892 8.2796
H 9.9247 20.8325 10.0510

***

Entry 3:
101
Properties=species:S:1:pos:R:3 method="wB97M-V/def2-TZVPD" charge=0 homo_lumo_gap_ev=6.37 fmax_ev_per_a=0.4 relative_energy_ev=0.000
Sr 0.2215 0.5586 -1.1773
C 0.1646 4.4011 0.0492
C -1.3717 4.4530 0.0207
C -1.8550 5.3639 1.1506
C -1.7838 5.0373 -1.3332
P -1.8925 2.6530 0.1288
C -1.7532 2.3292 1.9562
N -1.5878 0.9213 2.2423
B -0.7226 -0.0250 1.5301
N -1.0719 -1.2821 2.1772
C -0.6068 -2.5892 1.7442
P -0.8157 -2.8107 -0.1052
C 0.4050 -4.1857 -0.5264
C 0.5802 -4.1759 -2.0540
C 1.7612 -3.7961 0.0700
C 0.0554 -5.5958 -0.0538
C -2.5871 -3.4713 -0.2221
C -2.8501 -4.0082 -1.6305
C -3.0299 -4.5236 0.7978
C -3.4663 -2.2274 -0.0264
C -2.0315 -1.0983 3.1613
C -2.6711 -1.9966 4.0004
C -3.6275 -1.5138 4.8912
C -3.9327 -0.1613 4.9423
C -3.2931 0.7479 4.1019
C -2.3452 0.2750 3.2082
C -3.7252 2.4694 -0.2200
C -4.1179 1.0950 0.3321
C -4.6407 3.5259 0.3954
C -3.9219 2.4321 -1.7424
H 0.5650 5.4171 -0.0066
H 0.5522 3.8482 -0.8101
H 0.5468 3.9462 0.9665
H -1.4600 6.3712 0.9887
H -1.5015 5.0307 2.1272
H -2.9399 5.4390 1.1892
H -1.2845 5.9994 -1.4769
H -2.8571 5.2144 -1.3931
H -1.4894 4.3824 -2.1567
H -2.6445 2.7230 2.4514
H -0.9080 2.9096 2.3394
H -1.1122 -3.3681 2.3117
H 0.4586 -2.6952 1.9616
H 0.9613 -3.2139 -2.4027
H -0.3473 -4.3715 -2.5858
H 1.2978 -4.9506 -2.3397
H 1.9994 -2.7454 -0.1071
H 2.5419 -4.3944 -0.4084
H 1.8135 -3.9807 1.1436
H -0.8070 -5.9993 -0.5834
H -0.1528 -5.6281 1.0181
H 0.8995 -6.2642 -0.2509
H -2.3407 -4.9545 -1.8111
H -2.5391 -3.2940 -2.3963
H -3.9225 -4.1866 -1.7522
H -2.5696 -5.4947 0.6280
H -4.1127 -4.6554 0.7150
H -2.8298 -4.2246 1.8257
H -3.2290 -1.4599 -0.7622
H -3.3565 -1.7940 0.9684
H -4.5160 -2.5068 -0.1548
H -2.4401 -3.0541 3.9702
H -4.1333 -2.2037 5.5540
H -4.6744 0.1954 5.6450
H -3.5365 1.8017 4.1570
H -4.1374 1.0711 1.4221
H -3.4273 0.3198 -0.0039
H -5.1189 0.8422 -0.0290
H -4.5115 3.6021 1.4769
H -5.6820 3.2447 0.2125
H -4.4869 4.5112 -0.0434
H -3.3029 1.6574 -2.2010
H -3.6824 3.3783 -2.2219
H -4.9674 2.2010 -1.9641
O -0.0293 1.9960 -3.2365
C -0.2308 0.9737 -3.9438
O -0.1202 -0.2103 -3.5240
C -0.6610 1.1793 -5.3746
C -0.7717 0.0969 -6.2382
C -1.1751 0.2842 -7.5530
C -1.4857 1.5542 -8.0113
C -1.3768 2.6166 -7.1295
C -0.9626 2.4571 -5.8213
N -1.7162 3.9678 -7.6063
O -2.0182 4.0943 -8.7765
O -1.6558 4.8812 -6.8090
H -0.5426 -0.8896 -5.8584
H -1.2535 -0.5609 -8.2233
H -1.8108 1.7327 -9.0251
H -0.8706 3.3035 -5.1578
C 5.3937 -0.3623 1.5141
N 4.5687 -0.0369 0.3722
C 3.2176 -0.0388 0.3653
N 2.5728 -0.3005 1.5188
O 2.6031 0.1641 -0.7039
H 6.4270 -0.4401 1.1871
H 5.1053 -1.3211 1.9498
H 5.3450 0.4098 2.2862
H 4.9891 0.1173 -0.5277
H 3.0548 -0.2297 2.3989
H 1.5430 -0.1622 1.5115